The following is a DFT calculation (ωB97M-V/def2-TZVPD) of the molecule C5H9FO at a distorted geometry.

Results
HOMO   -10.24 eV
Energy above the lowest of the compared OMol25 structures with the same formula, charge and spin   144.4 kJ/mol
Kohn-Sham gap   11.3568 eV
Largest force on an atom   0.048 hartree/bohr

Structure (XYZ):
```
16
Properties=species:S:1:pos:R:3:forces:R:3
C -2.274 -0.173 -0.306 -0.81 -2.25 0.61
C -0.823 0.221 -0.291 0.89 -1.27 -1.28
F -0.676 1.400 0.348 -0.42 1.93 1.25
C 0.089 -0.772 0.405 1.08 0.16 -1.12
C 1.552 -0.363 0.459 -0.20 0.80 1.03
C 2.025 0.939 -0.077 0.11 0.77 0.81
O 2.274 -0.262 -0.727 0.62 -1.31 -1.39
H -2.681 -0.304 0.796 0.80 0.21 -2.29
H -2.380 -1.174 -0.899 0.15 1.59 1.28
H -2.883 0.535 -0.855 -0.09 0.30 0.15
H -0.392 0.409 -1.303 -0.66 -0.39 0.22
H -0.216 -0.898 1.398 -0.70 -0.16 1.63
H 0.064 -1.747 -0.058 -0.29 -0.36 -0.33
H 2.118 -0.780 1.314 -0.28 0.11 -0.54
H 2.928 1.410 0.386 -0.96 -0.19 -0.49
H 1.275 1.558 -0.592 0.77 0.06 0.46
```
Forces are in eV/Å.

=====

The following is a DFT calculation (ωB97M-V/def2-TZVPD) of a cluster of 2 separate species, C5H9FO2 in total at a distorted geometry.

Results
HOMO   -9.30 eV
Energy above the lowest of the compared OMol25 structures with the same formula, charge and spin   107.0 kJ/mol
Kohn-Sham gap   10.1010 eV
Largest force on an atom   0.076 hartree/bohr

Structure (XYZ):
```
17
Properties=species:S:1:pos:R:3:forces:R:3
C -0.124 1.250 1.498 0.95 0.44 -1.97
C 0.300 0.003 1.387 2.06 1.89 0.20
C -0.271 -1.220 1.965 -0.75 0.91 0.63
F 1.591 -0.136 0.883 -0.80 -0.43 0.05
H 0.225 2.146 0.944 0.50 -0.96 0.64
H -1.100 1.357 1.789 -2.32 0.25 1.15
H -1.299 -1.308 1.543 0.89 -0.51 0.42
H 0.423 -2.013 1.701 -0.47 -0.45 0.32
H -0.334 -0.975 3.063 0.07 -0.98 -0.95
C 0.956 -0.090 -2.202 0.15 2.64 -0.12
C -0.378 -0.051 -1.600 -2.70 -1.09 1.75
O -0.813 -0.885 -0.792 0.80 1.56 -2.15
O -1.179 1.040 -1.915 3.57 -0.89 -1.36
H 1.324 0.953 -2.131 -0.29 -0.17 -0.76
H 1.602 -0.506 -1.497 0.93 -1.70 0.67
H 1.005 -0.440 -3.222 0.01 -0.23 -0.06
H -1.929 0.873 -1.413 -2.61 -0.28 1.54
```
Forces are in eV/Å.

=====

The following is a DFT calculation (ωB97M-V/def2-TZVPD) of a structure of composition C5H9FS at a distorted geometry.

Results
HOMO   -9.11 eV
Energy above the lowest of the compared OMol25 structures with the same formula, charge and spin   646.3 kJ/mol
Kohn-Sham gap   9.6532 eV
Largest force on an atom   0.103 hartree/bohr

Structure (XYZ):
```
16
Properties=species:S:1:pos:R:3:forces:R:3
C -1.512 1.745 -0.464 -0.47 0.89 0.74
C -0.259 1.281 0.269 2.36 0.36 1.99
C 0.667 0.085 -0.172 0.22 1.35 1.35
C -0.346 -0.167 0.863 -0.28 0.42 0.13
C -1.600 -0.982 0.604 -1.21 -0.48 0.73
H -1.490 0.947 -1.419 -1.05 2.96 2.01
H -1.310 3.148 -0.530 -1.16 -4.77 -0.57
H -2.647 1.522 0.404 3.53 0.90 -3.05
H 0.356 2.134 0.830 -1.55 -2.18 -0.81
H 0.662 -0.257 -1.114 -2.27 -1.22 -3.50
H 2.802 0.974 0.715 -0.30 -2.91 -1.82
H 0.033 -0.450 1.850 0.03 0.71 -0.18
H -1.352 -1.947 1.270 -1.66 1.93 -1.46
H -2.680 -0.278 0.827 3.27 -2.62 -0.33
F -1.713 -1.432 -0.753 0.12 0.61 1.39
S 2.459 -0.292 -0.166 0.42 4.04 3.36
```
Forces are in eV/Å.

=====

The following is a DFT calculation (ωB97M-V/def2-TZVPD) of a cluster of 2 separate species, C5H9I2N2S in total at a distorted geometry.

Results
Charge   +1
HOMO   -12.38 eV
Energy above the lowest of the compared OMol25 structures with the same formula, charge and spin   0.0 kJ/mol
Kohn-Sham gap   9.1806 eV
Largest force on an atom   0.070 hartree/bohr

Structure (XYZ):
```
19
Properties=species:S:1:pos:R:3:forces:R:3
C 1.513 0.006 -0.392 -0.42 0.60 -0.83
C 2.544 0.364 0.417 0.32 -0.19 -1.34
C 0.750 -0.802 1.582 1.15 -1.07 0.69
C 1.389 0.185 -1.882 0.16 0.87 -1.17
C -0.868 -0.980 -0.212 -0.40 1.10 3.14
N -0.035 -1.342 2.501 -2.28 -2.03 1.87
N 0.530 -0.700 0.289 -2.42 0.44 -0.12
S 2.325 -0.329 2.003 0.62 1.01 -0.03
I 4.265 1.350 -0.335 -0.68 -0.49 0.83
I -0.301 2.503 2.033 1.54 -1.51 0.87
H 0.601 0.717 -2.498 -0.35 -0.54 1.90
H 1.444 -0.793 -2.408 0.70 0.62 0.35
H 2.164 0.932 -2.108 0.51 -1.04 -0.40
H -1.142 -0.440 -1.100 0.16 0.38 -0.03
H -0.932 -2.008 -0.348 -0.08 -1.90 -0.72
H -1.607 -0.799 0.704 1.46 0.29 -2.22
H 0.264 -1.570 3.482 0.11 0.84 -1.62
H -0.909 -1.894 2.309 1.46 1.08 -0.27
H -1.287 3.511 1.485 -1.55 1.55 -0.87
```
Forces are in eV/Å.

=====

The following is a DFT calculation (ωB97M-V/def2-TZVPD) of a cluster of 2 separate species, C5H9IN3 in total at a distorted geometry.

Results
Charge   +1
HOMO (alpha / beta)   -13.33 / -13.26 eV
Energy above the lowest of the compared OMol25 structures with the same formula, charge and spin   396.5 kJ/mol
Kohn-Sham gap (alpha / beta)   6.6112 / 6.6942 eV
Largest force on an atom   0.067 hartree/bohr

Structure (XYZ):
```
18
Properties=species:S:1:pos:R:3:forces:R:3
C -1.273 -0.545 0.283 1.34 1.05 -0.62
C 0.753 -1.314 -0.367 -0.36 -0.83 -1.27
C -0.014 -0.168 -0.250 -0.18 -0.12 0.89
C -2.312 0.445 0.619 1.01 -1.16 3.06
C 2.106 -1.563 -0.871 1.77 -0.68 1.28
N -1.192 -1.874 0.501 1.74 0.03 -0.97
N -0.048 -2.280 0.083 -2.00 0.26 1.16
N 0.444 1.200 -0.510 -1.39 1.26 1.32
I 0.262 4.202 2.680 0.01 -0.10 -0.10
H -3.240 -0.006 0.526 -2.03 -0.62 -0.08
H -2.283 1.286 0.020 0.08 1.68 -1.47
H -2.190 0.802 1.687 -0.20 -0.43 -1.04
H 2.531 -0.716 -1.423 -0.09 -0.27 0.20
H 2.336 -2.520 -1.401 -0.87 0.84 0.18
H 2.659 -1.698 0.105 0.18 0.37 -1.09
H 1.046 1.634 0.255 -0.44 -0.80 -1.23
H -0.413 1.818 -0.492 0.91 -0.63 -0.13
H 0.828 1.297 -1.444 0.53 0.15 -0.11
```
Forces are in eV/Å.

=====

The following is a DFT calculation (ωB97M-V/def2-TZVPD) of a structure of composition C5H9MgO3Sm at a distorted geometry.

Results
HOMO (alpha / beta)   -4.47 / -5.59 eV
Multiplicity   8
Energy above the lowest of the compared OMol25 structures with the same formula, charge and spin   0.0 kJ/mol
Kohn-Sham gap (alpha / beta)   4.6940 / 5.2514 eV
Largest force on an atom   0.031 hartree/bohr

Structure (XYZ):
```
19
Properties=species:S:1:pos:R:3:forces:R:3
O 3.071 0.080 0.080 0.06 0.69 1.42
Sm 4.169 2.277 0.534 -0.72 -0.94 -0.27
C 2.321 -2.140 -0.192 -0.24 -0.58 0.45
C 2.165 -0.829 0.097 1.09 0.05 -1.08
O 0.894 -0.271 0.309 -0.72 0.60 -0.56
C -0.272 -1.028 0.010 0.09 -0.36 0.04
C -1.457 -0.158 0.347 -0.21 -0.21 0.15
O -1.264 1.113 -0.270 -0.10 -0.13 -0.09
C -2.435 1.923 -0.295 -0.29 0.15 0.00
Mg 0.704 1.875 -0.112 0.67 0.41 0.08
H 1.590 -2.707 -0.761 -0.21 -0.10 0.81
H 3.196 -2.649 0.209 0.18 0.31 -0.92
H -0.303 -1.940 0.620 0.09 0.11 -0.18
H -0.276 -1.306 -1.054 -0.02 0.07 0.23
H -1.554 -0.019 1.434 0.01 -0.04 -0.21
H -2.375 -0.625 -0.038 0.15 0.09 0.09
H -2.140 2.918 -0.646 -0.06 -0.25 0.11
H -3.168 1.488 -0.987 0.13 0.09 0.17
H -2.867 1.997 0.713 0.09 0.03 -0.24
```
Forces are in eV/Å.

=====

The following is a DFT calculation (ωB97M-V/def2-TZVPD) of a structure of composition C5H9MgO3Yb at a distorted geometry.

Results
Charge   +1
HOMO (alpha / beta)   -8.12 / -9.95 eV
Multiplicity   3
Kohn-Sham gap (alpha / beta)   4.1082 / 5.8449 eV
Largest force on an atom   0.083 hartree/bohr

Structure (XYZ):
```
19
Properties=species:S:1:pos:R:3:forces:R:3
O -2.073 0.653 -2.128 0.51 -0.83 -1.23
Mg -2.267 -0.904 -3.368 -0.73 0.41 -0.24
C -2.273 2.201 -0.349 -1.60 3.30 2.20
C -1.852 1.055 -0.926 1.12 -2.86 -1.71
O -0.970 0.183 -0.268 0.61 -1.21 0.31
C -0.198 0.650 0.833 -0.09 0.30 0.23
C 0.751 -0.465 1.197 -0.16 0.16 0.70
O 1.406 -0.893 0.005 0.19 0.02 0.02
C 2.545 -1.715 0.238 0.42 -0.19 0.37
Yb 0.144 -1.225 -1.883 -0.21 0.29 -0.19
H -1.588 2.896 0.128 -0.16 0.49 -0.40
H -3.335 2.306 -0.138 -0.03 0.28 0.40
H -0.852 0.875 1.686 0.21 -0.01 -0.13
H 0.352 1.558 0.550 -0.10 -0.19 0.05
H 0.216 -1.319 1.641 0.13 0.18 -0.09
H 1.492 -0.093 1.919 -0.14 -0.12 -0.16
H 2.886 -2.089 -0.733 0.04 0.04 0.19
H 3.340 -1.117 0.704 -0.14 -0.23 -0.15
H 2.277 -2.559 0.891 0.13 0.18 -0.18
```
Forces are in eV/Å.

=====

The following is a DFT calculation (ωB97M-V/def2-TZVPD) of the molecule C5H9N at a distorted geometry.

Results
HOMO   -8.88 eV
Energy above the lowest of the compared OMol25 structures with the same formula, charge and spin   273.9 kJ/mol
Kohn-Sham gap   10.1706 eV
Largest force on an atom   0.073 hartree/bohr

Structure (XYZ):
```
15
Properties=species:S:1:pos:R:3:forces:R:3
C -0.958 -1.595 0.201 -2.32 -0.49 -0.41
C -0.266 -1.265 1.472 0.28 -0.96 0.86
C -0.512 -0.212 0.418 -1.80 0.21 0.99
N 0.453 0.226 -0.455 3.55 1.03 -0.79
C 1.150 1.519 -0.219 -0.94 -0.49 -0.81
C 0.249 1.262 -1.439 -0.94 0.44 2.39
H -2.035 -1.789 0.260 0.42 0.04 -0.01
H -0.505 -2.089 -0.626 0.61 -0.45 -0.14
H 0.740 -1.705 1.538 -0.47 0.50 0.34
H -0.954 -1.347 2.385 1.45 0.53 -1.35
H -1.272 0.508 0.682 -0.40 0.34 0.15
H 0.612 2.212 0.475 1.21 -0.63 -0.21
H 2.279 1.463 -0.372 -1.81 0.47 0.56
H 0.763 1.200 -2.351 0.16 -0.51 -1.30
H -0.776 1.706 -1.411 1.03 -0.04 -0.26
```
Forces are in eV/Å.

=====

The following is a DFT calculation (ωB97M-V/def2-TZVPD) of the molecule C5H9N at a distorted geometry.

Results
HOMO   -8.27 eV
Energy above the lowest of the compared OMol25 structures with the same formula, charge and spin   333.5 kJ/mol
Kohn-Sham gap   8.2651 eV
Largest force on an atom   0.116 hartree/bohr

Structure (XYZ):
```
15
Properties=species:S:1:pos:R:3:forces:R:3
C 3.100 -0.953 0.668 -3.19 -1.47 2.40
N 1.782 -1.294 0.678 5.79 0.49 -1.42
C 1.028 -0.451 -0.178 1.79 -0.57 2.30
C -0.137 -0.038 0.158 -3.91 1.27 1.92
C -1.281 0.313 -0.783 1.56 -1.24 0.60
C -2.475 0.824 -0.024 0.21 0.07 -0.89
H 3.919 -1.685 0.854 -1.01 0.22 0.21
H 3.383 0.081 0.905 0.02 0.19 -1.43
H 1.601 -0.164 -0.986 0.18 0.11 -2.40
H -0.385 0.014 1.268 0.07 -0.89 -1.42
H -0.917 1.040 -1.440 0.36 1.35 -1.31
H -1.373 -0.606 -1.412 -0.76 0.63 0.57
H -2.742 0.076 0.725 -0.28 0.61 0.25
H -3.263 0.999 -0.732 -0.84 -0.29 -0.18
H -2.240 1.844 0.301 0.00 -0.46 0.81
```
Forces are in eV/Å.

=====

The following is a DFT calculation (ωB97M-V/def2-TZVPD) of the molecule C5H9N at a distorted geometry.

Results
HOMO   -8.05 eV
Energy above the lowest of the compared OMol25 structures with the same formula, charge and spin   372.4 kJ/mol
Kohn-Sham gap   9.2327 eV
Largest force on an atom   0.023 hartree/bohr

Structure (XYZ):
```
15
Properties=species:S:1:pos:R:3:forces:R:3
C 1.140 -1.194 -0.694 0.05 -0.28 -0.16
C 1.708 0.187 -0.481 0.18 0.14 0.04
C 0.697 -0.357 0.470 0.18 -0.14 0.14
N -0.560 0.250 0.495 0.34 0.17 0.35
C -1.278 1.216 -0.163 -0.43 -0.20 -0.05
C -1.842 -0.041 0.874 -0.11 0.53 -0.04
H 0.434 -1.313 -1.512 0.12 0.00 0.15
H 1.765 -2.054 -0.485 -0.01 0.08 -0.11
H 2.723 0.294 -0.116 -0.07 -0.05 -0.14
H 1.381 0.974 -1.158 0.05 -0.20 0.17
H 1.016 -0.642 1.470 0.21 -0.07 -0.21
H -0.922 2.262 0.006 -1.04 -0.47 0.39
H -1.765 1.097 -1.129 0.46 -0.44 -0.28
H -2.212 -1.074 0.659 -0.30 0.97 -0.57
H -2.286 0.394 1.763 0.37 -0.06 0.31
```
Forces are in eV/Å.

=====

The following is a DFT calculation (ωB97M-V/def2-TZVPD) of the molecule C5H9N at a distorted geometry.

Results
HOMO   -11.47 eV
Energy above the lowest of the compared OMol25 structures with the same formula, charge and spin   30.7 kJ/mol
Kohn-Sham gap   12.3524 eV
Largest force on an atom   0.021 hartree/bohr

Structure (XYZ):
```
15
Properties=species:S:1:pos:R:3:forces:R:3
C -0.065 -0.703 -1.443 0.00 0.04 -0.06
C -0.275 -0.513 0.066 0.00 -0.04 -0.01
C 1.075 -0.585 0.815 0.03 -0.03 0.03
C -1.076 0.800 0.361 0.00 -0.01 0.01
C -0.183 1.926 0.641 0.71 0.68 0.20
N 0.618 2.718 0.904 -0.89 -0.53 -0.31
H -0.936 -0.376 -2.022 0.09 -0.09 0.08
H 0.107 -1.760 -1.678 0.05 0.19 0.09
H 0.807 -0.142 -1.797 -0.15 0.01 0.05
H -0.916 -1.329 0.419 0.07 0.14 -0.09
H 1.851 -1.022 0.178 -0.20 -0.09 0.10
H 1.024 -1.174 1.736 -0.08 0.06 -0.11
H 1.433 0.411 1.085 0.01 -0.19 -0.04
H -1.746 0.687 1.223 0.22 -0.05 -0.07
H -1.718 1.062 -0.488 0.14 -0.09 0.14
```
Forces are in eV/Å.

=====

The following is a DFT calculation (ωB97M-V/def2-TZVPD) of a cluster of 2 separate species, C5H9N in total.

Results
HOMO   -9.07 eV
Energy above the lowest of the compared OMol25 structures with the same formula, charge and spin   198.1 kJ/mol
Kohn-Sham gap   10.1213 eV
Largest force on an atom   0.013 hartree/bohr

Structure (XYZ):
```
15
Properties=species:S:1:pos:R:3:forces:R:3
C -0.933 2.444 -0.261 0.12 -0.02 -0.08
C 0.157 1.916 -0.766 0.28 -0.12 -0.13
N 1.176 1.475 -1.286 -0.57 0.23 0.30
H -0.868 3.180 0.532 0.03 -0.11 -0.11
H -1.906 2.163 -0.647 0.15 0.02 0.03
H 1.508 0.615 -0.839 -0.03 0.07 -0.04
C 1.437 -1.299 0.735 -0.17 0.01 0.04
C 0.140 -1.005 0.818 0.19 -0.06 0.02
C -0.908 -1.470 -0.149 -0.01 -0.02 -0.05
H 1.828 -1.924 -0.067 -0.08 0.09 0.09
H 2.151 -0.944 1.474 -0.12 -0.04 -0.10
H -0.211 -0.383 1.642 0.07 -0.09 -0.11
H -1.492 -0.622 -0.526 0.09 -0.13 0.05
H -1.613 -2.152 0.342 0.09 0.11 -0.05
H -0.464 -1.994 -1.002 -0.05 0.07 0.13
```
Forces are in eV/Å.

=====

The following is a DFT calculation (ωB97M-V/def2-TZVPD) of the molecule C5H9N at a distorted geometry.

Results
HOMO   -11.48 eV
Energy above the lowest of the compared OMol25 structures with the same formula, charge and spin   12.7 kJ/mol
Kohn-Sham gap   12.3527 eV
Largest force on an atom   0.021 hartree/bohr

Structure (XYZ):
```
15
Properties=species:S:1:pos:R:3:forces:R:3
C -2.093 -0.159 0.673 -0.07 -0.04 0.01
C -0.913 0.558 0.023 0.01 0.09 0.00
C 0.276 -0.381 -0.197 0.03 -0.05 -0.01
C 1.607 0.381 -0.277 -0.05 0.06 0.00
C 2.714 -0.494 -0.675 0.72 -0.64 -0.28
N 3.557 -1.217 -0.998 -0.79 0.71 0.32
H -1.864 -0.401 1.718 -0.05 0.00 -0.16
H -2.999 0.454 0.658 0.13 -0.08 0.02
H -2.312 -1.099 0.155 -0.01 0.13 0.04
H -0.610 1.404 0.654 -0.02 -0.11 -0.04
H -1.216 0.992 -0.938 0.06 -0.06 0.12
H 0.338 -1.111 0.619 0.00 0.12 -0.10
H 0.130 -0.953 -1.120 0.02 0.04 0.16
H 1.844 0.822 0.698 -0.01 -0.05 -0.15
H 1.541 1.205 -0.996 0.01 -0.13 0.07
```
Forces are in eV/Å.

=====

The following is a DFT calculation (ωB97M-V/def2-TZVPD) of a structure of composition C5H9N.

Results
HOMO (alpha / beta)   -6.76 / -6.76 eV
Energy above the lowest of the compared OMol25 structures with the same formula, charge and spin   553.2 kJ/mol
Kohn-Sham gap (alpha / beta)   7.6140 / 7.6148 eV
Largest force on an atom   0.007 hartree/bohr

Structure (XYZ):
```
15
Properties=species:S:1:pos:R:3:forces:R:3
C -0.091 -1.351 -0.944 0.00 0.11 0.02
C 0.609 -0.213 -1.564 -0.01 -0.02 -0.35
C 0.418 -0.769 0.337 0.01 -0.04 0.23
N -0.171 0.395 0.796 0.07 -0.03 -0.12
C -0.733 0.468 1.996 -0.10 0.02 0.11
C -0.136 1.426 -0.138 0.09 0.13 0.24
H -1.179 -1.379 -1.049 0.16 0.05 -0.02
H 0.336 -2.341 -1.132 0.00 0.27 0.04
H 1.680 -0.346 -1.706 -0.23 0.05 0.09
H 0.151 0.445 -2.293 0.01 -0.18 0.15
H 1.014 -1.342 1.045 -0.09 0.11 -0.08
H -1.106 -0.436 2.461 0.06 0.12 -0.12
H -0.810 1.428 2.489 0.04 -0.13 -0.11
H 0.841 1.875 -0.292 -0.05 -0.24 0.02
H -0.950 2.154 -0.030 0.05 -0.23 -0.09
```
Forces are in eV/Å.